No. 1
45
Properties=species:S:1:pos:R:3:forces:R:3 method="wB97M-V/def2-TZVPD" smiles="CC(C)CCNC=O.O.O.O.O.O.O.O.O" e_above_lowest_kcal_mol=26.0 max_force_ev_per_a=3.8 energy_ha=-977.96038 total_charge=0 mol_weight_da=259.30 homo_ev=-9.94
C -2.7916 -1.9549 1.5123 -1.136 0.171 -1.368
C -2.2399 -0.7446 0.7437 -0.603 -0.487 -0.544
C -1.0101 -0.2017 1.4293 -0.304 0.822 1.892
C -1.9342 -1.1739 -0.7033 0.279 -0.687 0.075
C -1.4898 -0.0150 -1.5876 0.111 0.939 -1.034
N -0.0180 0.0063 -1.7365 0.095 -0.216 -0.369
C 0.6072 0.7642 -2.6916 1.002 -1.770 2.331
O 1.8227 0.9080 -2.6694 0.090 0.251 -0.817
H -2.1233 -2.7910 1.4911 0.750 -0.415 0.130
H -3.0014 -1.6759 2.5111 -0.153 0.127 1.197
H -3.7377 -2.3648 1.0787 0.590 0.562 0.155
H -3.0320 0.0526 0.7098 0.625 -0.611 0.053
H -0.1829 -0.9074 1.4657 -0.094 -0.238 -0.082
H -1.2570 0.0657 2.5135 0.350 -0.320 -1.317
H -0.6303 0.7209 0.9895 -0.138 0.007 -0.159
H -1.1373 -2.0069 -0.7303 -1.255 1.293 0.087
H -2.8446 -1.6098 -1.1493 0.342 0.054 0.237
H -1.9904 -0.1072 -2.6130 0.967 0.178 1.262
H -1.7418 1.0077 -1.1854 -0.328 -1.052 -0.139
H 0.5465 -0.2784 -0.8956 -0.792 0.534 -1.411
H 0.0055 1.1863 -3.4620 -0.845 0.313 -0.659
O -0.0844 -3.1590 -2.6509 -0.070 -3.620 1.024
H 0.2779 -3.4314 -1.7544 -0.596 -0.081 -1.215
H 0.0904 -2.2713 -2.6137 0.572 3.709 -0.319
O 0.7247 2.7779 2.8766 0.118 0.235 0.269
H 0.2830 3.3849 2.2445 -0.164 0.081 -0.065
H 1.2749 3.3678 3.4066 -0.020 -0.203 0.015
O 2.0245 -1.4087 0.8525 0.823 -0.436 0.285
H 2.7241 -1.7908 1.4130 -0.523 0.060 -0.025
H 2.5850 -0.9922 0.1331 0.047 0.118 -0.214
O 3.4598 0.0049 -0.7536 0.705 -0.986 -0.094
H 2.9821 0.2363 -1.5601 -0.344 0.176 -0.629
H 3.3346 0.7628 -0.1946 -0.061 0.790 0.582
O 1.8415 1.2758 0.9869 0.042 0.197 -0.050
H 1.4907 1.7850 1.7453 0.039 0.145 0.308
H 1.6828 0.3407 1.1859 0.044 -0.083 0.109
O 0.6127 2.6295 -0.9677 -2.097 1.075 0.239
H 1.2652 3.0088 -1.5243 1.154 0.255 -0.621
H 1.0155 2.0767 -0.2981 0.943 -0.699 0.522
O 0.7350 -3.5550 -0.1289 0.123 -1.291 -1.142
H 0.0852 -3.7612 0.5190 -0.730 -0.176 0.821
H 1.2102 -2.7865 0.1527 0.639 1.127 0.717
O -0.2557 4.3475 0.9216 -1.212 0.715 0.746
H -1.2231 4.4563 0.8148 0.893 -0.100 0.056
H 0.0435 3.8210 0.1733 0.128 -0.466 -0.840

***

No. 2
46
Properties=species:S:1:pos:R:3:forces:R:3 method="wB97M-V/def2-TZVPD" max_force_ev_per_a=2.9 energy_ha=-1073.73398 total_charge=-1 mol_weight_da=277.29 homo_ev=-6.16
C 1.1338 0.6403 -0.0443 1.348 -0.252 0.601
C -0.2654 0.1695 -0.1286 -2.496 1.553 0.131
O -1.1864 1.0118 -0.2961 0.977 0.090 -0.399
O -0.5538 -1.0422 0.0145 0.649 -1.778 -0.108
H 1.2316 1.6435 0.3704 -0.381 -0.278 -0.318
H 1.6322 0.5908 -1.0124 -0.070 0.104 -0.160
H 1.6760 -0.0421 0.6102 0.154 -0.116 -0.003
C 2.5825 -0.5733 3.5854 -0.529 -0.148 0.802
C 2.3163 0.9114 3.8869 0.790 -0.596 -1.003
O 1.7995 1.1278 5.1823 0.147 -0.272 0.388
H 3.2877 -1.0187 4.2871 0.174 0.334 0.290
H 3.0302 -0.7595 2.6092 -0.314 0.337 -0.186
H 1.6864 -1.1809 3.7115 -0.173 0.060 -0.349
H 1.6537 1.3742 3.1556 -0.103 -0.209 -0.225
H 3.2917 1.3804 3.7575 0.115 0.467 0.181
H 1.9629 2.0514 5.3870 -0.125 0.019 0.081
C -0.5753 -0.7369 -4.0665 0.411 1.040 0.338
C -1.4391 -1.8138 -3.4839 0.286 -0.259 1.182
O -2.2310 -1.3787 -2.3635 -0.457 -0.241 -1.424
H 0.0030 -0.3164 -3.2439 0.099 0.045 0.287
H -1.1026 0.1247 -4.4760 -0.187 -0.213 -0.381
H 0.1976 -1.1205 -4.7327 -0.314 -0.094 -0.388
H -0.7165 -2.5364 -3.1046 -0.203 -0.559 -0.060
H -2.0909 -2.3101 -4.2029 -0.130 0.183 0.076
H -1.6643 -1.1413 -1.6258 0.517 0.045 0.578
O -0.1851 -3.6918 -0.7788 0.227 -0.943 -0.267
H -0.9591 -4.0741 -0.3653 -0.245 -0.058 -0.108
H -0.2974 -2.7473 -0.6715 0.031 0.940 0.330
O -0.0882 -2.9742 2.2964 0.067 -0.335 0.742
H -0.4584 -3.6524 1.7314 0.114 -0.024 -0.169
H 0.0018 -2.2102 1.7269 -0.103 0.441 -0.521
O 0.8796 3.8052 -0.4613 0.332 0.739 0.357
H 0.3017 3.6008 -1.1964 -0.479 -0.452 -0.873
H 0.2860 3.9934 0.2656 -0.188 0.008 0.241
O -3.1305 -0.9881 1.2253 -0.624 -0.049 0.454
H -2.3269 -1.2562 0.7795 0.735 0.243 -0.358
H -3.6292 -1.7985 1.3289 -0.164 -0.134 0.060
O -0.7990 2.6651 -2.3455 0.371 1.181 -1.136
H -0.3978 2.1429 -3.0401 0.054 -0.046 -0.203
H -0.8959 2.0564 -1.6132 -0.596 -1.032 1.336
O 2.8775 3.2204 1.0903 0.929 -0.053 0.852
H 3.2120 2.3272 1.0097 0.123 -0.165 0.079
H 2.2528 3.3086 0.3705 -0.508 0.298 -0.639
O -4.0837 0.6572 -1.4110 -0.550 0.545 0.121
H -4.8208 0.4985 -2.0007 -0.119 -0.075 -0.144
H -3.3992 0.0621 -1.7169 0.407 -0.288 -0.084

***

No. 3
23
Properties=species:S:1:pos:R:3:forces:R:3 method="wB97M-V/def2-TZVPD" e_above_lowest_kcal_mol=14.4 s2=6.01 max_force_ev_per_a=3.5 energy_ha=-2973.39697 total_charge=-4 mol_weight_da=382.20 spin_multiplicity=5 homo_ev="4.43 / 3.93"
Cr -7.3857 -5.0942 -0.5047 -1.159 1.274 0.067
S -7.9319 -2.7703 -1.7363 -3.218 -1.085 0.770
O -8.9002 -3.8467 -1.2654 0.009 -0.208 0.319
O -8.5223 -2.2494 -2.9843 1.443 0.315 -0.388
O -7.7985 -1.7359 -0.7168 0.677 0.380 -0.585
O -6.7096 -3.6447 -1.8486 1.516 0.691 -1.127
S -6.5279 -4.1143 1.9199 -2.713 1.321 -0.138
O -7.9143 -4.2179 1.3259 -0.202 -0.881 0.773
O -6.4156 -4.9291 3.1380 0.785 -0.434 -0.156
O -5.7384 -4.6341 0.7378 1.392 -0.647 0.422
O -6.3301 -2.6914 2.2293 1.308 -0.443 0.030
C -10.2023 -8.3112 -0.0258 -0.716 -0.225 -0.084
C -11.5443 -8.7601 0.1074 -0.314 0.271 -0.511
C -12.4843 -8.6211 -1.1558 -0.366 1.453 0.587
O -13.6867 -8.9584 -1.0142 0.080 -0.781 -0.302
C -12.0180 -7.8376 -2.2263 0.269 -1.388 0.439
C -10.7308 -7.2257 -2.2522 -0.966 0.686 -0.317
C -9.7768 -7.4952 -1.0851 1.220 -0.454 1.029
O -8.6117 -7.0014 -1.0611 -0.151 0.287 -0.516
O -10.4371 -6.3939 -3.1107 0.641 -0.200 -0.417
O -12.0797 -9.1649 1.1513 0.330 -0.432 0.173
H -9.5518 -8.4123 0.8360 0.045 0.117 0.011
H -12.7061 -7.7275 -3.0585 0.091 0.383 -0.077